# 1
{"formula": "C14H32BaN2O10", "method": "ωB97M-V/def2-TZVPD", "species": ["H", "H", "C", "O", "H", "H", "C", "H", "H", "C", "H", "H", "H", "O", "C", "H", "C", "C", "H", "H", "H", "N", "O", "O", "Ba", "H", "H", "O", "C", "H", "C", "H", "H", "C", "H", "H", "C", "C", "H", "H", "N", "O", "O", "H", "H", "H", "O", "C", "O", "C", "H", "H", "H", "H", "H", "O", "C", "H", "H"], "coordinates": [[0.175888, 5.370346, 2.751292], [2.540372, 3.831143, 0.675852], [-2.442357, 2.294322, 3.790766], [-2.585321, 0.254355, -4.285148], [-0.307272, -4.521910, 1.674078], [-5.213704, 0.277360, 1.702487], [-0.998310, -3.987071, 1.022513], [-2.119175, 1.300719, 4.101251], [1.747611, 5.176438, 0.041390], [-0.305443, 4.879777, 1.905250], [1.505235, -2.380315, -3.677338], [-2.059854, 4.885338, 3.106933], [3.495275, -3.926000, 5.028289], [0.592457, 3.993198, 1.273813], [2.479858, 0.536528, -3.738647], [3.363845, 1.017053, -4.157891], [0.339818, -4.685371, -0.807856], [3.415863, -1.574580, -3.037550], [2.858482, -3.414324, -4.023116], [-1.853626, -4.630904, 0.817579], [4.203502, -1.810414, -2.321933], [1.944539, -3.327075, -2.032758], [4.934168, -3.142102, 2.602156], [-3.137849, 1.772970, -5.815592], [0.298431, 0.057318, 0.051827], [0.148665, -4.111005, -2.913742], [1.210390, -5.013022, -0.239651], [-3.313452, 1.115489, 1.934297], [4.191921, -3.239372, 3.608635], [-2.961354, 2.704482, -5.664789], [-4.436120, 0.738083, 1.093214], [-4.117605, -0.012602, 0.369944], [1.882110, 0.248833, -4.603549], [0.910639, -4.338726, -2.168311], [3.982063, -1.522232, -3.967492], [1.352487, -5.219457, -2.634335], [-1.622248, 4.197180, 2.383724], [1.839944, 4.612864, 0.969812], [-4.038499, 2.972307, 2.508339], [-0.519909, 2.976290, 3.699530], [-1.317205, 2.918615, 3.082201], [2.560578, -0.483183, -2.741834], [-2.434957, 2.367496, -3.840799], [-4.341932, 1.529345, 3.624235], [-0.317237, -5.554783, -0.785698], [-2.615158, 2.872658, 4.698381], [3.299923, -2.392733, 3.755342], [2.457568, -2.728119, -3.277124], [4.194029, -4.230127, 4.444486], [-2.743750, 1.423414, -4.587392], [-0.467387, 5.682893, 1.186309], [-4.838324, 1.643557, 0.638864], [-1.343121, -3.064729, 1.489946], [2.194623, 5.238785, 1.788668], [2.727006, -3.476183, -1.411804], [-0.310657, -3.614561, -0.202139], [-3.668493, 2.040659, 2.936394], [-2.221165, 4.203688, 1.473032], [1.804196, 1.267397, -3.294340]], "atomic_forces_ev_per_a": [[0.309, -0.163, 0.337], [0.155, -0.123, 0.615], [1.033, 0.081, -0.266], [-0.358, -2.654, -0.128], [0.011, 0.128, 0.192], [-0.115, 0.005, 0.139], [0.732, -0.002, -0.875], [0.183, -0.015, 0.189], [-0.170, 0.618, 0.114], [-0.098, 0.233, 0.277], [0.398, 0.637, -0.855], [-0.333, 0.358, -0.141], [-0.274, -0.310, 0.536], [0.368, -0.882, 0.284], [-1.679, 0.336, -0.178], [0.528, -0.324, 0.771], [0.793, -1.041, -0.188], [-0.969, -1.468, -1.113], [0.275, -0.575, 0.185], [-0.072, 0.014, -0.152], [-0.405, 0.363, 0.741], [0.411, 1.658, -0.241], [1.183, -1.668, 0.699], [-0.545, 0.253, -1.218], [0.055, -0.480, -0.502], [-0.117, 0.940, 0.209], [0.159, 0.151, 0.616], [-0.050, -0.599, -1.124], [0.494, 3.107, -5.291], [-0.364, 0.824, -0.847], [0.400, 0.405, 0.978], [0.176, 0.355, -0.082], [0.089, -0.738, -0.161], [0.554, -0.512, -0.150], [-0.175, 0.970, -0.261], [0.028, -0.697, 0.355], [2.010, 0.366, 0.344], [-0.496, -0.352, -0.851], [-0.470, -0.063, -0.002], [0.027, 0.411, -0.117], [-0.614, -0.324, -1.791], [1.296, 1.338, 0.401], [0.169, 2.171, 1.017], [-0.743, 0.436, -0.093], [-0.229, -0.105, -0.597], [-0.834, 0.019, 0.099], [-2.615, 1.643, 1.713], [-1.294, -0.808, 0.612], [0.784, -2.502, 1.946], [1.535, -0.749, 1.792], [-0.713, 0.206, 0.020], [-0.032, -0.180, -0.372], [0.013, -0.076, 0.066], [0.156, -0.126, -0.019], [-0.323, -0.946, 0.330], [-0.884, 1.273, 1.031], [0.769, -0.224, 0.604], [-0.500, -1.091, 0.331], [0.381, 0.500, 0.068]]}

# 2
{"formula": "C14H32Br2N2NbO5", "method": "ωB97M-V/def2-TZVPD", "charge": -1, "species": ["C", "N", "C", "H", "H", "H", "H", "H", "H", "H", "H", "O", "C", "Br", "H", "C", "H", "H", "C", "H", "C", "H", "C", "H", "N", "H", "Nb", "H", "H", "H", "H", "H", "C", "C", "H", "H", "C", "O", "H", "C", "H", "H", "Br", "C", "H", "C", "H", "C", "O", "H", "H", "O", "O", "H", "H", "H"], "coordinates": [[1.146231, 1.177753, -1.267666], [2.132026, -1.696979, -0.576875], [-0.681716, -2.851242, -0.690031], [0.142582, -3.539933, -0.463289], [2.037723, -2.146219, 2.869766], [-0.968598, -3.065338, -1.722288], [3.426808, -3.078214, 1.147326], [-0.160742, -1.415147, 2.319726], [1.911813, 1.882281, 0.660692], [0.171861, -0.988290, -2.330815], [-4.699901, 5.185145, -0.722528], [3.690462, -0.058692, -0.009503], [0.049021, 2.885812, 0.341259], [-4.371181, 2.749847, -0.449016], [-0.452761, 0.289111, 2.059230], [-3.217445, -2.568611, -0.249144], [-5.222810, 4.658935, 0.892876], [2.111461, 1.000666, -1.751440], [-4.432498, 4.596274, 0.151648], [-1.720026, -2.813682, 1.244708], [0.249136, -0.526327, 1.810593], [2.339868, -1.555350, -3.664981], [3.297846, -1.205538, 0.067020], [4.822792, -2.664023, 0.143561], [-1.608168, 0.161735, -0.583803], [-3.639330, -1.729120, -1.962244], [0.220354, -0.764469, -0.491272], [-2.266415, 4.734087, 0.087903], [0.501110, 1.562465, -2.073618], [3.962344, -2.165424, -3.217429], [1.908032, 3.082983, -0.623452], [2.987895, -0.842586, 3.633743], [2.437668, -2.430083, -1.748311], [-1.879924, -3.161760, 0.213211], [-3.100705, 6.128062, 0.835950], [1.338832, -1.212738, 4.219742], [1.324944, 2.252634, -0.189557], [1.512422, -0.180214, 2.425927], [-2.106786, 0.393888, 0.267360], [1.982531, -1.143414, 3.325023], [0.289362, 3.634488, 1.105543], [-1.102599, 2.935578, -1.237427], [-2.777471, 4.299086, 2.468158], [-3.104982, 5.047803, 0.705618], [-2.001407, -4.253522, 0.296129], [3.078573, -1.630346, -2.858901], [-3.313205, -1.546753, 0.125912], [4.064807, -2.257139, 0.827521], [-3.344695, -2.596653, -1.665990], [3.345287, -0.621742, -2.539394], [-4.045534, -3.149969, 0.184990], [-0.684139, 3.592932, -0.670800], [2.207841, -3.614245, -1.866453], [-0.601798, 2.141860, 0.811962], [-1.766974, 0.870376, -1.286043], [4.580174, -1.790040, 1.669170]], "atomic_forces_ev_per_a": [[-0.494, -0.456, -0.980], [0.141, 0.616, 0.263], [0.192, 0.257, -0.910], [-0.056, 0.201, 0.063], [-0.027, 0.145, 0.044], [0.046, -0.071, 0.167], [0.015, 0.068, -0.001], [0.004, 0.029, -0.044], [-0.114, -0.063, -0.047], [0.148, -0.019, 0.049], [0.034, 0.011, -0.017], [-0.148, -0.568, 0.254], [0.082, -0.076, 0.282], [-0.035, -0.061, 0.011], [0.041, -0.057, 0.095], [0.032, -0.007, 0.232], [-0.045, -0.008, -0.020], [-0.142, -0.049, 0.138], [0.092, 0.019, 0.026], [-0.031, -0.046, -0.046], [-0.177, -0.053, 0.323], [0.187, -0.041, 0.135], [-0.176, 0.560, -0.324], [-0.093, 0.024, 0.115], [0.924, 0.024, 0.341], [0.266, -0.113, 0.078], [-0.613, -0.034, 0.508], [0.016, 0.006, 0.001], [0.129, 0.087, 0.111], [-0.104, 0.042, -0.073], [0.017, -0.139, 0.097], [-0.068, -0.044, 0.004], [-0.197, -0.534, 0.129], [-0.090, 0.047, 0.103], [-0.039, 0.002, 0.004], [0.051, -0.007, -0.097], [0.116, 0.171, 0.003], [0.223, -0.103, -0.054], [-0.194, 0.030, -0.098], [-0.084, 0.024, 0.019], [-0.014, -0.065, -0.154], [0.140, -0.014, 0.001], [0.003, -0.028, 0.036], [-0.055, 0.058, 0.007], [0.070, 0.098, -0.085], [0.094, 0.038, -0.189], [0.027, -0.045, -0.172], [0.370, -0.036, 0.013], [-0.344, 0.042, -0.069], [-0.024, -0.153, -0.028], [0.112, 0.042, 0.004], [-0.087, 0.005, -0.026], [0.080, 0.332, -0.046], [0.063, 0.077, -0.051], [-0.226, -0.069, -0.047], [-0.036, -0.098, -0.079]]}

# 3
{"formula": "C14H32BrN2O", "method": "ωB97M-V/def2-TZVPD", "charge": 1, "species": ["C", "H", "H", "H", "H", "H", "H", "H", "C", "H", "C", "H", "H", "C", "H", "H", "C", "C", "H", "H", "H", "H", "C", "H", "H", "Br", "H", "H", "H", "H", "O", "C", "N", "C", "H", "C", "H", "H", "H", "H", "H", "C", "H", "C", "H", "N", "H", "C", "C", "H"], "coordinates": [[-0.132431, 0.258239, 2.195696], [1.323927, -0.545375, -3.633022], [1.848672, -3.475857, -1.832589], [2.499007, -0.001720, 2.541985], [0.812994, -1.216839, -5.032814], [2.708746, 0.345738, -5.385771], [-4.072679, 1.774865, 0.819940], [-4.668246, -0.438892, 1.534514], [1.688993, -2.485566, -2.259118], [-4.202021, 2.209758, 2.570367], [0.909675, 1.396012, 2.335454], [2.979896, 1.631209, 2.627413], [-0.598577, -1.319558, -2.578007], [-2.233914, 1.897384, 2.013513], [0.451879, 2.334219, 2.648972], [1.538574, -0.108612, 4.718047], [1.826474, -2.514515, -3.768736], [-3.864116, 0.056557, 2.078564], [-1.700362, 0.007500, -2.569460], [3.691076, -0.645532, -4.294656], [-0.352527, -0.155030, 3.179998], [-1.934922, 1.802807, 3.057424], [2.171957, 0.736427, 4.448190], [3.202136, 0.538321, 4.744163], [-2.650511, -0.909775, 0.632742], [1.697080, 0.817378, -2.633007], [0.639074, -0.202880, -0.527969], [-0.607581, 1.759808, -0.078675], [1.635513, 1.546112, 4.942891], [1.195979, 1.708198, 1.331124], [1.889322, -3.507917, -4.437282], [2.908624, -0.672796, -5.053021], [1.586115, -1.166793, -4.384832], [-0.421229, -0.308321, -0.757611], [-1.854444, 2.849216, 1.641863], [2.183785, 0.959368, 2.948244], [2.358250, -1.774670, -1.774533], [-3.998602, -0.251168, 3.115532], [-0.710296, -1.313099, -0.449466], [3.286948, -1.400848, -5.770598], [0.681554, -2.178832, -1.977924], [-0.695163, -0.280855, -2.261976], [-2.144160, -1.287865, 2.181314], [-2.546574, -0.448167, 1.614690], [0.293563, -0.501683, 1.540589], [-1.460931, 0.663279, 1.450657], [-0.035828, 0.398639, -2.802026], [-1.183406, 0.834330, -0.083430], [-3.733387, 1.558164, 1.832870], [-2.207903, 1.029635, -0.400235]], "atomic_forces_ev_per_a": [[-0.295, 1.090, -0.499], [0.004, 1.288, 0.941], [0.142, -0.033, -0.353], [-0.147, -0.119, -0.525], [-0.021, -0.268, -0.681], [0.185, -0.337, -0.273], [-0.038, 0.344, 0.128], [0.014, 0.342, -0.140], [0.616, -0.507, 0.241], [-0.653, -0.195, -0.289], [-1.529, 0.274, -2.332], [-0.054, 0.243, 0.317], [-0.134, 0.301, -0.610], [0.778, -1.801, 0.235], [0.092, -0.126, 1.066], [0.256, -0.450, -0.137], [-1.401, -1.260, 0.483], [0.026, 0.375, 0.865], [-0.520, -0.120, 0.644], [-0.422, 0.220, 0.337], [-0.465, -0.039, -0.168], [-0.440, 0.443, 0.263], [-0.639, 0.087, -0.172], [-0.295, 0.275, 0.632], [0.073, 0.306, -0.214], [4.767, 4.385, 1.794], [-0.035, 0.074, -0.292], [0.008, -0.010, -0.604], [0.789, 0.436, 0.325], [-0.104, -0.258, -0.523], [0.354, 1.286, 0.252], [-0.676, -0.250, 0.825], [2.323, -3.402, -3.084], [-1.053, 0.454, -0.066], [-0.130, -0.250, -0.338], [0.890, -0.675, 0.756], [0.055, 0.047, -0.229], [-0.102, 0.553, 0.180], [-0.370, 0.128, 0.658], [-0.746, 0.193, -0.381], [0.330, -0.127, -0.269], [-2.175, -0.762, -0.192], [0.160, 0.385, 0.453], [1.892, -1.737, -1.436], [-0.110, -0.170, 0.373], [-0.335, -0.763, 0.175], [-1.766, -0.749, 0.253], [-0.122, 0.239, 2.056], [0.722, 0.768, 0.322], [0.303, -0.126, -0.768]]}

Let's list calculated total energy in order: -39178.983, -169887.545, -90098.180 eV.
Let's list strongest force on any atom in order: 6.2, 1.2, 6.7 eV Å⁻¹.